(1)
# C34H44Br28FNO3S

A molecular structure, C34H44Br28FNO3S in a non-equilibrium geometry (wB97M-V/def2-TZVPD, the OMol25 dataset).

Geometry as XYZ:
```
112
Properties=species:S:1:pos:R:3:forces:R:3:mulliken_charge:R:1
C -0.186 5.866 1.268 -0.210 0.160 0.100 -0.778
C -1.431 4.917 1.520 0.449 0.862 0.420 -0.140
C -1.280 4.092 2.880 0.275 -0.748 -1.985 0.477
F 0.123 4.109 3.175 -1.385 -0.023 0.529 -0.299
C -1.633 2.583 2.634 0.422 -0.586 0.361 -0.198
C -0.818 1.599 3.099 -0.514 -0.447 -0.641 -0.650
C -1.135 0.087 2.817 -0.522 1.040 -0.895 -0.133
O -0.919 -0.769 3.636 0.119 0.450 -0.426 -0.533
C -1.788 -0.173 1.413 -0.630 0.387 -1.184 -0.091
C -1.511 -1.347 0.594 -1.457 0.971 -0.606 1.484
S -0.374 -2.601 1.300 -0.846 0.397 -0.486 -0.228
C -2.150 -1.480 -0.752 -0.911 1.174 0.451 0.690
C -1.848 -2.693 -1.704 0.631 0.850 0.060 -1.383
C -0.284 -2.774 -1.995 -0.104 0.223 -0.334 0.832
C 0.071 -2.902 -3.525 1.353 -0.742 0.076 -0.880
C 1.558 -3.488 -3.631 -0.125 0.206 -0.115 -0.619
C 2.598 -2.763 -2.685 1.422 -0.695 -0.406 -1.003
C 3.162 -3.705 -1.519 -0.760 0.367 0.117 0.345
C 3.220 -2.989 -0.111 0.166 -0.977 0.813 -0.127
C 4.575 -3.218 0.680 -0.190 0.287 -0.235 -1.145
C 5.881 -2.880 -0.151 0.088 -0.939 1.790 0.040
O 6.488 -1.688 0.429 -0.693 0.368 -1.974 -0.462
C 6.062 -0.599 -0.437 0.297 -0.004 0.111 -0.427
C -3.086 -0.425 -1.175 0.903 0.419 1.840 -0.108
Br -4.039 -0.512 -2.896 0.770 -0.161 1.208 -0.235
C -3.386 0.773 -0.362 1.382 -0.545 0.626 0.548
C -4.373 1.900 -0.804 -0.545 -0.773 0.702 -0.968
C -5.799 1.528 -0.192 -0.812 -0.211 0.435 -0.329
N -5.884 0.088 0.208 -0.457 0.280 -0.032 -0.142
C -2.707 0.894 0.932 0.460 -1.404 -0.959 0.468
C -2.917 2.146 1.849 1.137 -0.679 0.051 -0.302
O -3.973 2.718 1.982 0.649 -0.103 -0.134 -0.561
H 0.706 5.292 0.895 -0.909 0.698 0.726 -0.059
H 0.051 6.428 2.216 -0.075 -0.601 -0.999 0.271
H -0.410 6.644 0.480 0.019 -0.885 0.767 0.349
H -1.538 4.251 0.625 -0.170 0.416 0.876 -0.115
H -2.314 5.596 1.637 0.476 -0.872 -0.351 0.193
H -1.891 4.532 3.703 0.873 -0.275 -0.468 0.351
H 0.113 1.788 3.681 -0.993 -0.092 -0.409 0.440
H -0.735 -3.758 0.641 -0.356 1.475 0.229 -0.062
H -2.259 -3.651 -1.282 0.427 0.860 -0.298 0.293
H -2.333 -2.518 -2.704 0.216 -0.144 1.225 0.498
H 0.190 -3.632 -1.462 -0.481 0.773 -0.540 -0.620
H 0.216 -1.849 -1.587 -0.569 -0.927 -0.410 0.210
H 0.065 -1.911 -4.063 -0.363 -0.953 0.597 0.234
H -0.571 -3.659 -4.064 0.301 1.031 0.605 0.363
H 1.538 -4.594 -3.393 -0.037 1.140 -0.075 0.227
H 1.945 -3.432 -4.691 -0.633 0.048 0.986 0.372
H 2.252 -1.778 -2.280 0.058 -0.967 -0.322 0.552
H 3.507 -2.527 -3.318 -0.990 0.015 0.576 0.389
H 2.462 -4.584 -1.438 0.737 0.791 -0.008 -0.728
H 4.163 -4.143 -1.786 -0.945 0.535 0.120 0.696
H 2.991 -1.892 -0.135 0.198 -0.928 -0.291 0.408
H 2.417 -3.467 0.526 0.674 0.755 -0.601 -0.101
H 4.594 -2.541 1.582 -0.017 -0.651 -0.921 0.325
H 4.632 -4.263 1.103 -0.111 0.923 -0.704 0.368
H 5.703 -2.786 -1.252 0.181 0.063 0.920 0.337
H 6.616 -3.709 0.035 -0.580 0.761 -0.404 0.032
H 6.413 0.389 -0.026 -0.392 -1.101 -0.266 0.279
H 6.533 -0.772 -1.448 -0.562 0.404 0.804 0.255
H 4.938 -0.623 -0.532 1.074 0.287 0.039 0.101
H -4.051 2.885 -0.384 -0.224 -0.922 -0.510 -0.151
H -4.495 1.980 -1.911 0.488 -0.170 0.929 0.412
H -6.062 2.138 0.715 0.551 -0.087 -1.085 0.110
H -6.621 1.681 -0.947 0.937 0.014 0.565 0.417
H -6.870 -0.203 0.216 0.739 0.309 -0.064 -0.113
H -5.562 -0.039 1.171 0.018 0.163 -0.364 0.183
C 0.209 -7.379 -0.779 0.046 -0.199 -0.008 -0.480
Br -1.346 -7.625 -1.902 0.227 0.113 0.134 -0.041
Br 1.852 -7.701 -1.745 -0.225 0.096 0.126 0.007
Br 0.209 -5.640 0.075 0.243 -1.045 -0.137 0.227
H 0.153 -8.121 0.010 0.002 0.126 -0.112 0.468
C -9.496 -2.089 -0.087 0.031 -0.103 -0.028 -0.386
Br -11.051 -2.370 -1.202 0.207 0.088 0.141 -0.030
Br -7.850 -2.388 -1.060 -0.324 0.019 0.092 0.005
Br -9.527 -0.348 0.765 -0.094 -0.224 -0.146 0.015
H -9.535 -2.830 0.705 -0.004 0.131 -0.112 0.395
C 2.681 4.094 -1.716 0.031 0.051 -0.180 -0.454
Br 4.258 2.975 -1.712 -0.209 0.139 0.053 -0.023
Br 1.234 3.293 -0.712 0.227 -0.145 -0.219 0.135
Br 3.071 5.888 -1.106 -0.050 -0.482 -0.126 -0.003
H 2.349 4.172 -2.746 0.030 -0.049 0.163 0.404
C 3.807 -11.208 -3.538 0.001 -0.037 -0.030 -0.332
Br 2.332 -10.421 -4.509 0.187 -0.100 0.125 -0.010
Br 5.179 -9.903 -3.141 -0.221 -0.131 -0.016 -0.012
Br 3.208 -12.127 -1.946 0.066 0.168 -0.195 -0.008
H 4.255 -11.953 -4.187 -0.063 0.119 0.106 0.345
C -10.366 3.951 1.508 -0.001 0.080 -0.011 -0.376
Br -8.460 4.136 1.239 -0.249 -0.097 0.016 0.060
Br -11.296 3.608 -0.153 0.154 -0.005 0.222 -0.006
Br -10.774 2.615 2.846 0.081 0.134 -0.197 -0.033
H -10.729 4.901 1.886 0.051 -0.155 -0.052 0.352
C 3.158 6.305 3.040 0.002 -0.129 -0.095 0.161
Br 4.975 5.655 2.906 -0.250 0.133 0.015 -0.012
Br 2.718 6.846 4.843 0.031 -0.055 -0.188 0.010
Br 2.803 7.712 1.762 0.138 0.147 0.435 -0.080
H 2.503 5.474 2.789 0.044 0.134 0.054 -0.101
C 4.348 8.755 7.983 0.016 0.002 -0.067 -0.154
Br 5.910 7.615 7.984 -0.229 0.160 0.028 0.004
Br 2.886 7.970 8.978 0.206 0.096 -0.135 -0.011
Br 4.760 10.541 8.602 -0.051 -0.255 -0.048 -0.023
H 4.020 8.844 6.952 0.057 -0.019 0.150 0.149
C 9.777 -3.229 -0.824 -0.042 0.099 0.079 -0.197
Br 11.660 -2.995 -1.203 -0.253 -0.075 0.030 -0.052
Br 8.756 -3.546 -2.437 0.164 0.012 0.174 -0.023
Br 9.477 -4.608 0.498 0.076 0.154 -0.213 -0.023
H 9.419 -2.297 -0.399 -0.008 -0.163 -0.048 0.272
C -4.024 5.288 -3.496 -0.026 0.025 -0.022 -0.431
Br -2.875 5.313 -1.935 -0.153 -0.022 -0.216 0.087
Br -3.280 4.204 -4.915 -0.104 0.097 0.250 -0.009
Br -5.833 4.753 -3.058 0.307 0.035 -0.012 -0.018
H -4.075 6.306 -3.867 0.012 -0.157 0.070 0.379
```
Forces are in eV/Å.

Charge: 0
F_max (eV/Å): 2.1

(2)
# C34H44BrN3O3PPtS

A molecular structure, C34H44BrN3O3PPtS in a non-equilibrium geometry (wB97M-V/def2-TZVPD, the OMol25 dataset).

Geometry as XYZ:
```
88
Properties=species:S:1:pos:R:3:forces:R:3:mulliken_charge:R:1
Pt 1.040 1.907 -0.102 -0.294 1.537 -0.152 0.957
Br 4.145 -0.017 -1.047 0.176 0.173 -0.120 0.003
C 4.314 1.727 -0.397 -0.234 0.210 0.030 0.457
C 5.581 2.223 -0.153 0.082 0.048 -0.003 -0.669
C 5.704 3.537 0.265 0.130 -0.033 0.021 -0.325
C 4.572 4.323 0.350 0.039 0.114 -0.011 -0.608
C 3.351 3.749 0.079 0.024 -0.221 -0.210 0.467
N 3.200 2.453 -0.245 -0.067 -1.124 0.293 -0.273
C 2.104 4.570 0.015 -0.062 -0.033 0.140 0.522
O 2.161 5.770 -0.026 -0.119 0.101 0.104 -0.626
O 1.010 3.857 -0.021 0.244 0.576 -0.147 -0.651
H 6.445 1.595 -0.306 -0.027 -0.035 0.039 0.438
H 6.680 3.944 0.493 0.000 0.001 -0.039 0.449
H 4.607 5.374 0.600 -0.052 -0.007 -0.016 0.491
S -5.461 2.318 -0.185 -0.054 0.154 0.003 -0.117
C -3.699 2.555 -0.116 0.053 -0.147 -0.023 0.460
C -3.011 2.485 1.092 -0.065 0.101 -0.088 -0.667
C -1.637 2.369 1.072 -0.020 0.081 0.063 -0.328
N -0.949 2.342 -0.074 -0.026 -1.198 0.043 -0.265
C -1.590 2.503 -1.236 -0.013 0.044 -0.041 -0.180
C -2.966 2.611 -1.295 -0.032 0.123 0.109 -0.587
C -6.029 3.963 0.231 -0.022 -0.112 -0.056 0.395
C -6.300 4.308 1.545 -0.002 0.065 0.036 -0.098
C -6.793 5.582 1.794 -0.001 0.057 -0.139 -0.414
N -7.027 6.476 0.835 0.025 -0.021 -0.020 -0.545
C -6.771 6.125 -0.424 0.002 -0.036 0.157 -0.407
C -6.273 4.878 -0.781 -0.005 0.083 0.048 -0.179
H -3.545 2.473 2.032 0.036 -0.046 -0.008 0.409
H -1.065 2.277 1.985 0.028 -0.054 -0.034 0.445
H -0.984 2.521 -2.131 0.034 -0.058 0.027 0.427
H -3.465 2.696 -2.249 0.037 -0.026 -0.003 0.461
H -6.144 3.605 2.353 -0.018 0.007 -0.013 0.385
H -7.019 5.898 2.806 0.009 -0.026 -0.008 0.358
H -6.980 6.872 -1.181 0.012 -0.021 0.003 0.355
H -6.091 4.625 -1.816 -0.013 0.014 0.010 0.380
O 0.346 -0.083 -0.068 0.339 -0.603 -0.172 -0.544
P 0.586 -1.586 0.169 0.182 0.631 0.236 -0.109
C 1.685 -2.277 -1.104 -0.352 -0.214 -0.162 1.442
C 1.653 -3.834 -1.215 -0.098 0.116 -0.093 -1.089
C 1.453 -4.303 -2.658 0.170 0.073 0.022 -0.852
C 2.468 -3.654 -3.598 -0.048 0.061 0.051 -0.836
C 2.469 -2.109 -3.480 -0.173 -0.147 0.106 -0.552
C 1.441 -1.598 -2.466 0.189 -0.104 -0.013 -0.881
C 1.285 -1.798 1.834 0.188 -0.085 -0.104 0.063
C 1.469 -3.270 2.258 -0.013 0.093 0.182 -0.598
C 2.369 -3.318 3.492 0.069 0.005 -0.123 -1.049
C 3.806 -2.911 3.120 -0.130 0.023 -0.026 -0.847
C 3.821 -1.899 1.962 -0.068 -0.046 0.159 -0.470
C 2.595 -0.990 2.025 -0.030 -0.122 -0.050 0.192
C -0.975 -2.509 0.239 -0.194 0.229 -0.060 0.259
C -1.933 -1.813 1.255 -0.097 -0.097 -0.123 -0.587
C -3.313 -1.572 0.642 0.105 0.014 -0.012 -1.594
C -3.167 -0.763 -0.642 -0.023 -0.151 -0.059 0.938
C -2.271 -1.460 -1.692 -0.087 -0.025 0.170 -0.694
C -1.645 -2.732 -1.126 0.069 0.092 -0.056 -1.130
H 2.673 -1.964 -0.774 0.029 -0.145 0.068 -0.583
H 0.863 -4.259 -0.593 0.079 -0.057 0.012 0.356
H 2.598 -4.238 -0.845 -0.024 0.001 0.049 0.450
H 0.441 -4.069 -2.994 0.008 -0.056 -0.013 0.202
H 1.554 -5.388 -2.697 -0.048 -0.004 0.000 0.553
H 2.246 -3.955 -4.622 0.064 -0.009 -0.009 0.369
H 3.461 -4.043 -3.361 -0.010 -0.017 -0.043 0.379
H 2.267 -1.653 -4.449 0.064 0.034 -0.002 0.561
H 3.459 -1.769 -3.166 0.010 0.036 -0.093 -0.052
H 0.429 -1.796 -2.826 0.016 0.036 0.024 0.340
H 1.537 -0.518 -2.358 -0.072 0.031 0.000 0.219
H 0.514 -1.347 2.466 -0.020 -0.032 0.028 0.732
H 1.933 -3.855 1.459 -0.052 -0.012 0.013 0.129
H 0.501 -3.722 2.480 0.007 -0.014 -0.053 0.436
H 2.359 -4.316 3.930 -0.002 0.005 0.033 0.449
H 1.965 -2.635 4.245 -0.009 -0.039 0.018 0.345
H 4.373 -3.798 2.831 0.045 0.017 0.038 0.356
H 4.298 -2.485 3.996 0.041 -0.021 -0.018 0.337
H 3.835 -2.435 1.008 0.036 0.046 -0.001 -0.019
H 4.733 -1.302 2.000 0.011 -0.007 -0.069 0.595
H 2.656 -0.197 1.279 0.014 0.084 0.046 -0.872
H 2.574 -0.495 2.999 -0.035 0.006 -0.011 0.569
H -0.687 -3.488 0.628 0.018 0.022 0.038 1.271
H -1.529 -0.838 1.542 -0.023 0.000 0.054 0.167
H -2.026 -2.412 2.161 0.097 0.006 0.017 0.203
H -3.928 -1.021 1.357 -0.035 -0.044 -0.005 0.574
H -3.816 -2.523 0.452 -0.039 0.034 0.034 0.447
H -2.709 0.184 -0.370 -0.009 0.066 0.007 -1.200
H -4.152 -0.550 -1.062 0.028 0.073 0.000 0.623
H -1.480 -0.775 -2.009 -0.020 0.010 -0.047 0.257
H -2.852 -1.719 -2.578 0.037 0.013 -0.030 0.470
H -0.929 -3.147 -1.834 -0.051 -0.049 0.020 -0.270
H -2.424 -3.487 -1.001 0.047 -0.050 0.021 0.623
```
Forces are in eV/Å.

Energy relative to the best compared isomer or geometry (same formula, charge and spin) (eV): 0.776
Charge: +1
F_max (eV/Å): 1.6

Across the entries above, HOMO-LUMO gap takes the values 7.647, 8.887 eV, respectively.